1.
{
  "formula": "C7H13OP",
  "method": "ωB97M-V/def2-TZVPD",
  "symbols": ["C", "C", "C", "C", "C", "C", "C", "O", "P", "H", "H", "H", "H", "H", "H", "H", "H", "H", "H", "H", "H", "H"],
  "coordinates": [[0.682166, 0.807772, -0.412070], [-0.614390, 0.816585, -0.197360], [1.126391, -1.663839, 0.018031], [1.468191, -0.478302, -0.819044], [-1.295072, 2.150561, -0.107263], [3.006446, -0.241231, -0.785814], [-2.479149, -0.898915, 1.664374], [-2.564572, -0.883132, -1.065430], [-1.570029, -0.706923, 0.045520], [1.277721, 1.724016, -0.571309], [0.912420, -2.661649, -0.420292], [1.293672, -1.673654, 1.141018], [1.157838, -0.887026, -1.768993], [-0.541315, 2.826306, 0.156796], [-2.199815, 2.126279, 0.597637], [-1.755128, 2.403050, -1.044584], [3.489178, -0.980473, -1.412587], [3.328232, -0.281122, 0.256420], [3.414697, 0.837063, -0.993045], [-3.016394, 0.027478, 1.465585], [-3.226279, -1.651486, 1.658614], [-1.894805, -0.711360, 2.593793]],
  "forces_ev_per_angstrom": [[1.5998, -1.5250, -1.5242], [-0.7847, 0.6463, 1.3143], [-2.4228, -0.4246, 1.9006], [0.4711, 0.0983, 1.0686], [-2.5752, -1.4359, 0.7833], [0.1549, 2.0780, 0.4294], [1.6036, 2.5968, -0.4431], [0.4683, 0.0348, 0.6586], [1.4333, -1.9924, -0.9642], [-0.5869, -0.2841, 0.2152], [0.4211, 0.9251, 0.2134], [-0.0259, 0.1339, -1.5215], [-0.0387, 0.9339, -0.9192], [0.5828, 1.4983, 0.5433], [1.5062, 0.2782, -0.5401], [0.0136, 0.2276, -0.6494], [0.4032, 0.0405, 0.1214], [0.1113, -0.7370, 0.0556], [-1.1872, -1.7865, -0.5307], [-0.6358, 0.3451, 0.5788], [-0.1378, -1.0293, -0.0429], [-0.3741, -0.6219, -0.7472]],
  "de_lowest_kcal_mol": 61.2,
  "total_charge": 0,
  "spin_multiplicity": 1,
  "total_energy_ev": -18802.83629,
  "largest_force_ev_per_a": 3.11,
  "homo_ev": [-7.96, -7.64],
  "orbital_gap_ev": [7.93, 7.83]
}

***

2.
{
  "formula": "C7H14",
  "method": "ωB97M-V/def2-TZVPD",
  "symbols": ["C", "C", "C", "C", "C", "C", "C", "H", "H", "H", "H", "H", "H", "H", "H", "H", "H", "H", "H", "H", "H"],
  "coordinates": [[0.388890, 1.596638, 0.074562], [-1.065128, 1.389782, -0.370848], [-1.743718, 0.128292, 0.171875], [-1.052054, -1.209043, -0.220599], [0.278080, -1.475674, 0.536947], [1.510068, -0.793692, 0.087560], [1.415975, 0.628876, -0.530305], [0.451095, 1.531550, 1.168285], [0.678226, 2.621767, -0.192521], [-1.102884, 1.374045, -1.470932], [-1.655155, 2.265345, -0.062775], [-1.813650, 0.195681, 1.267043], [-2.783150, 0.116317, -0.195637], [-1.739368, -2.022594, 0.021241], [-0.913072, -1.213567, -1.310458], [0.059650, -1.429309, 1.596065], [1.199916, -2.419389, 0.946720], [2.063870, -1.530870, 1.098867], [2.181203, -1.372829, -0.532786], [2.414799, 1.065283, -0.457542], [1.226403, 0.553381, -1.624770]],
  "forces_ev_per_angstrom": [[0.0771, -0.0296, 0.1296], [0.0634, -0.0656, -0.0161], [0.2239, -0.1778, 0.0734], [0.2434, -0.6058, -0.0114], [0.5938, -1.1774, 0.5579], [0.9774, -0.5756, 1.0225], [0.3468, -0.0901, 0.5086], [-0.0537, 0.0616, -0.0532], [-0.0110, -0.1791, 0.0427], [0.0393, -0.0206, 0.1431], [0.1086, -0.1897, -0.0372], [0.0720, -0.0485, -0.1307], [0.3205, -0.1325, 0.0571], [-0.0630, -0.0167, -0.0970], [0.0789, -0.1208, 0.1652], [-0.0690, 0.9080, 0.2260], [-3.0386, -0.2528, -1.4202], [0.5172, 3.1230, -1.0057], [-0.4901, -0.2447, -0.7228], [0.0088, 0.1465, 0.0046], [0.0544, -0.3119, 0.5636]],
  "de_lowest_kcal_mol": 96.9,
  "total_charge": 0,
  "spin_multiplicity": 1,
  "total_energy_ev": -7482.09279,
  "largest_force_ev_per_a": 3.36,
  "homo_ev": -9.47,
  "orbital_gap_ev": 10.49
}